ORCA calculation (the ωB97M-V functional and the def2-TZVPD basis) on C5H14N2O2Si as an isolated structure.

The energy above the lowest of the compared OMol25 structures with the same formula, charge and spin comes out at 109.6 kcal/mol. The frontier orbital gap comes out at 10.27 eV. The value obtained for the LUMO energy is 0.56 eV.

Structure (ORCA input):
```
! RIJCOSX wB97M-V def2-TZVPD def2/J DEFGRID3
* xyz 0 1
C 1.49757 2.39396 -0.63257
C -1.84678 0.52635 0.63422
C -1.22906 -1.10794 -1.76586
C -0.77627 -2.39242 1.11442
C 1.21776 1.79299 0.67054
N 0.80224 -0.06556 0.27087
N 1.92453 -0.81409 0.12495
O 2.99387 -0.35432 0.38583
O 1.72290 -1.92938 -0.41237
Si -0.77482 -0.83741 0.04491
H 1.68317 3.52636 -0.73482
H 2.40460 2.09926 -1.23086
H 0.52460 2.29408 -1.22027
H -1.57863 1.54613 0.16625
H -3.00545 0.43987 0.49432
H -1.74217 0.79240 1.67543
H -2.29903 -1.39241 -1.64301
H -1.10339 -0.13751 -2.22367
H -0.73667 -1.89479 -2.32565
H -1.63594 -3.03770 0.92437
H 0.20642 -2.97112 0.85183
H -0.80508 -2.00124 2.17460
H 2.16407 1.48407 1.32452
H 0.39157 2.04043 1.33200
*
```

natural (NBO) population analysis, charges in e, atoms 1 to 4:
1. C -0.709
2. C -1.176
3. C -1.109
4. C -1.139